Here is 2 unconnected molecules or ions with the total composition C2HBrF2S at a distorted geometry from the Open Molecules 2025 dataset. Energies are from ωB97M-V/def2-TZVPD.

Electronic energy, Eh: -3248.5552
ΔE to the lowest compared entry with this formula, charge and spin, kcal/mol: 98.1

Last column: Mulliken charge in e.
CARTESIAN COORDINATES (ANGSTROEM)
C: -0.5522 0.0990 0.2415  -0.288
C: 0.7833 -0.0363 -0.3333  0.570
F: 1.7464 0.8218 -0.4817  -0.200
F: 1.2613 -1.2716 -0.4608  -0.180
S: -0.6508 0.1800 -1.5643  -0.098
Br: -1.3837 -1.3580 1.0820  -0.006
H: -1.2042 1.5651 1.5165  0.203